ORCA calculation (ωB97M-V/def2-TZVPD) on 2 unconnected molecules or ions with the total composition C3H3NO2S.

The geometry in XYZ format:
```
10
Properties=species:S:1:pos:R:3:forces:R:3
C 1.185466 -0.889936 -0.790241 -1.167 1.420 1.231
C -2.780160 0.054999 0.228263 -0.078 -0.490 -0.669
S 1.288920 1.549384 0.775522 -0.049 0.931 -0.444
H 1.806286 -1.029876 -1.637645 0.328 -0.641 -0.689
O -2.328837 -0.046778 1.273298 0.566 0.170 1.730
N -0.022458 -0.831486 -0.435140 1.206 0.516 -0.374
O -3.238303 0.088769 -0.825575 -0.495 0.330 -0.999
H 1.189634 -0.738230 1.350329 0.367 -0.117 0.722
H 1.811664 1.999028 -0.404874 -0.266 -0.493 0.447
C 1.087786 -0.155874 0.466062 -0.413 -1.626 -0.956
```
Positions in Å, forces in eV/Å.

Its energy above the lowest of the compared OMol25 structures with the same formula, charge and spin is 59.5 kcal per mole. As for the LUMO energy: 0.0246 hartree. The value obtained for the total energy is -19578.1955 eV. As for the net charge: 0. For the HOMO energy, the calculation gives -9.2 eV. The HOMO-LUMO gap comes out at 9.85 eV.

ORCA calculation (ωB97M-V/def2-TZVPD) on a molecular structure, C20H23N4O3STc.

The geometry in XYZ format:
```
52
Properties=species:S:1:pos:R:3:forces:R:3
C -1.439273 3.709876 -0.352173 0.254 -0.338 0.076
O -0.260864 1.755032 0.103184 1.563 0.099 0.130
H -0.597868 -3.853035 -0.124244 0.078 0.130 -0.008
C 1.449676 -0.433371 -2.811966 1.053 -1.231 -0.758
H 3.572330 0.047376 -5.434736 -0.004 0.062 -0.078
H -0.511711 4.250827 -0.240272 0.055 0.066 0.018
C 5.662513 -1.178302 -1.419120 0.383 -0.152 -0.198
H 3.870023 -2.397816 -5.164260 0.055 -0.020 -0.061
H 5.704993 -1.298480 -2.506384 -0.031 -0.032 0.141
N -1.661569 -0.670977 -0.148174 0.235 0.655 -0.012
H -4.729709 4.131653 -0.983343 -0.088 0.006 -0.019
H -2.631399 5.423311 -0.746713 0.006 0.065 -0.022
H 0.838509 -3.650440 -1.817162 -0.100 -0.009 0.060
H -0.290327 -2.713651 1.231276 -0.077 -0.118 -0.208
N 3.651042 -1.560557 -0.286460 0.133 0.288 0.063
H 0.830061 1.103593 2.795775 0.046 -0.052 0.087
O 0.448771 -0.629072 1.760574 -0.746 -0.375 -2.787
H -3.672469 -0.273588 -0.150309 0.032 -0.118 -0.071
C 0.709936 0.024491 2.941905 0.567 0.681 0.854
Tc 0.310687 -0.090511 -0.103780 0.386 0.452 1.614
C -2.618475 4.349063 -0.635478 0.054 -0.223 0.051
O 0.627115 0.234213 -2.083500 -1.060 0.395 1.476
C -3.787170 2.256745 -0.613689 -0.077 0.147 0.045
C 2.520094 -2.524403 -3.527047 0.011 0.109 0.055
C 2.161551 0.212519 -3.853959 -0.307 0.038 0.328
C -1.379636 2.305278 -0.198707 -1.913 0.421 -0.261
N 0.432288 -2.052270 -0.585673 0.856 -1.058 -1.196
H 2.963102 -1.950537 0.338576 0.016 0.183 -0.065
H -2.617652 -2.353154 0.700185 0.106 0.044 -0.131
H 6.682308 -1.128692 -1.031063 -0.099 -0.105 -0.062
H 2.008138 1.272343 -3.979341 -0.061 0.137 0.011
C 0.959763 -2.579620 -1.648376 -0.223 0.096 0.381
N 4.932694 0.027340 -1.072494 -0.161 -0.088 0.136
H 1.626450 -0.384307 3.391870 -0.144 0.190 0.005
C -2.596524 1.556092 -0.342326 0.528 0.576 0.115
H 5.202846 0.944158 -1.384302 -0.217 0.039 0.050
H 4.535337 -3.066239 -1.449034 0.111 0.028 0.027
H -2.297639 -2.431073 -1.053434 0.028 -0.001 0.161
C -2.665873 0.143125 -0.197320 0.036 0.076 -0.106
H -4.703616 1.691340 -0.700856 -0.126 -0.040 -0.032
S 2.690069 0.935976 0.037181 -0.863 0.305 0.124
C 4.825430 -2.284007 -0.745075 0.150 -0.308 0.010
C 1.666960 -1.845604 -2.638415 0.093 0.839 -0.380
H 5.353393 -2.739659 0.097685 -0.044 0.035 -0.111
C -0.547189 -2.800365 0.170651 -0.582 -0.148 0.615
C 3.025069 -0.476255 -4.664722 -0.018 -0.190 0.147
H 2.649538 -3.590643 -3.406235 -0.015 -0.152 -0.026
H -0.119078 -0.143481 3.641041 0.083 0.008 -0.076
C 3.778131 -0.236711 -0.457719 0.160 -0.357 0.048
C -3.805295 3.619774 -0.767764 -0.169 -0.140 -0.018
C 3.207750 -1.856310 -4.506452 0.095 -0.185 -0.076
C -1.895796 -2.102728 -0.085633 -0.047 -0.728 -0.061
```
Positions in Å, forces in eV/Å.

Its energy above the lowest of the compared OMol25 structures with the same formula, charge and spin is 1.0 kcal per mole. As for the multiplicity: 2. As for the LUMO energy (alpha / beta): -0.1533 / -0.1482 hartree. The value obtained for the total energy is -46245.6199 eV. As for the net charge: +1. For the HOMO energy (alpha / beta), the calculation gives -10.7 / -10.9 eV. The HOMO-LUMO gap (alpha / beta) comes out at 6.56 / 6.85 eV.

ORCA calculation (ωB97M-V/def2-TZVPD) on a single C3H3BrO molecule.

The geometry in XYZ format:
```
8
Properties=species:S:1:pos:R:3:forces:R:3
C 1.226360 1.199832 -0.111426 -5.463 -4.145 0.166
O -2.102022 0.716142 0.202760 6.861 1.577 0.243
C 0.305838 0.413183 -0.006727 1.097 1.421 -0.519
H -1.119738 -1.008954 0.982773 0.977 1.670 -1.875
H -1.270734 -0.935712 -0.810155 0.897 0.731 0.301
H 2.076607 1.647549 -0.030066 4.577 2.773 0.197
C -0.933420 -0.292577 0.038728 -2.805 -1.221 2.034
Br -3.626024 -0.155755 0.038895 -6.141 -2.805 -0.546
```
Positions in Å, forces in eV/Å.

Its energy above the lowest of the compared OMol25 structures with the same formula, charge and spin is 67.6 kcal per mole. As for the multiplicity: 3. As for the LUMO energy (alpha / beta): 0.0322 / -0.1005 hartree. The value obtained for the total energy is -75241.9182 eV. As for the net charge: 0. For the HOMO energy (alpha / beta), the calculation gives -6.7 / -10.4 eV. The HOMO-LUMO gap (alpha / beta) comes out at 7.59 / 7.62 eV.

ORCA calculation (ωB97M-V/def2-TZVPD) on a molecular structure, C36H74ClN5O12PRbSi.

The geometry in XYZ format:
```
131
Properties=species:S:1:pos:R:3:forces:R:3
H 4.345609 1.574662 0.854343 0.010 -0.008 -0.005
H 3.131445 4.646645 -2.193850 0.003 0.007 0.004
H -5.068285 -4.668539 -1.512869 -0.001 0.002 -0.001
H -0.727079 -2.036383 2.269744 0.009 -0.009 0.010
H -1.815569 -1.960311 -0.026035 -0.002 -0.031 -0.059
N 1.442126 1.843907 0.546762 -0.047 0.183 -0.230
H 4.215413 -0.336756 -1.579415 -0.011 0.003 0.003
O 1.559270 -1.693390 -4.614569 -0.030 0.001 0.036
C 5.144317 -5.212245 0.141852 0.007 0.008 -0.007
H -3.558331 -1.693880 6.058615 0.001 0.001 0.001
P 2.349806 2.771125 -0.239736 0.016 0.037 -0.027
H -1.769298 -2.204326 -2.267502 -0.042 0.014 -0.149
H -3.065371 0.470893 4.740010 -0.004 -0.002 -0.002
O 0.968290 -2.029427 -2.472931 0.222 -0.141 0.070
H 5.522214 3.864020 3.801529 -0.005 0.004 0.010
H 6.839027 -4.059998 0.799125 -0.001 -0.002 0.002
H 5.856202 2.399527 -3.650253 0.002 -0.004 0.005
H 3.032697 5.518127 0.750253 0.009 0.000 0.000
H -0.463777 0.048939 -2.868476 0.001 0.051 0.007
H -0.061414 1.720003 1.474357 0.006 0.056 -0.016
H -3.261112 0.481192 2.984880 0.011 -0.011 0.010
H -4.007224 -6.021366 -1.063944 -0.006 -0.003 0.004
C 1.539296 -4.440663 0.455335 -0.056 0.023 0.028
H 4.784216 3.505336 -1.746256 -0.004 0.001 0.002
H -1.930241 -4.341641 0.482391 0.014 0.019 -0.017
O -4.554520 -0.452958 0.919132 -0.093 -0.075 -0.037
C -0.582182 5.067884 -1.603870 -0.011 -0.005 -0.002
H 3.846526 4.030011 4.296341 -0.010 -0.001 -0.006
O 0.656620 -3.660758 0.768906 -0.016 -0.112 -0.025
C 4.161468 2.517023 2.777293 0.001 -0.005 0.008
H -2.374894 -0.666861 -4.094330 -0.017 0.022 -0.020
C -3.500460 -2.234596 5.111199 0.006 0.005 -0.006
C -4.101140 -4.430482 0.399653 -0.014 0.003 -0.003
C -2.760861 -4.757061 1.051663 0.000 0.006 -0.005
H 5.319977 1.916536 -1.248862 0.001 -0.004 -0.001
C 0.285206 4.575765 -0.430148 -0.015 -0.015 -0.013
H 4.057742 5.943702 2.926351 0.005 0.001 0.001
H -6.987046 0.151649 0.200596 0.002 -0.003 0.000
N -1.600208 -1.306664 -3.964914 -0.008 0.062 -0.052
O -4.338269 -3.017261 0.327935 -0.008 -0.015 0.018
C -4.729126 1.680300 -0.075538 0.011 -0.011 -0.005
H -0.194405 3.737808 0.073036 0.006 0.002 0.005
N 3.220048 2.122687 -1.547188 0.020 -0.019 0.031
C 1.242674 4.654455 -3.273456 0.008 -0.004 -0.001
H -2.717404 -4.367083 2.070592 0.001 0.000 -0.004
C -4.121679 -4.934965 -1.037160 0.011 -0.004 0.006
H -1.636449 4.920212 -1.359751 0.001 -0.007 -0.005
H -4.262212 0.272584 -2.371646 -0.009 0.006 -0.004
O -2.109031 -1.595668 0.857554 0.048 -0.081 0.033
H 0.396134 5.386511 0.311046 0.007 0.008 -0.010
H 5.567355 2.809726 1.159351 -0.001 0.004 0.003
C -5.378699 -0.883911 4.129408 -0.005 0.000 0.008
C -4.891494 0.184576 -0.317033 0.050 0.067 0.009
H -0.136596 0.122624 -4.623205 -0.034 0.004 -0.007
H -1.965361 -0.478585 3.736481 0.014 -0.014 -0.008
H 5.463132 -2.269791 1.799408 -0.003 -0.002 0.004
C 3.735090 -0.072458 -2.528734 0.011 0.029 -0.003
C 2.089210 4.900143 -2.011031 0.001 -0.023 -0.018
H 4.697176 1.702705 3.270336 0.001 0.001 -0.003
C -2.997810 -0.144467 3.839614 -0.007 0.016 -0.003
H -6.439817 -1.251541 -0.736151 0.001 -0.001 -0.001
H 5.751012 0.057236 -3.311677 -0.001 -0.006 -0.007
C 2.655624 0.963956 -2.247788 0.050 0.081 0.006
C 3.236678 4.665019 1.401519 0.001 0.007 0.009
H -2.939771 -0.056475 -1.250470 0.033 0.033 0.015
C -3.933093 -1.340005 3.956606 -0.005 -0.005 -0.008
H 1.274000 5.541754 -3.917003 -0.003 0.001 0.003
H -3.690000 1.907206 0.167619 -0.007 0.006 0.006
H -0.303287 3.249414 -2.686885 -0.003 0.002 0.003
H -1.002213 0.646740 2.086606 0.020 0.018 0.026
C 4.997616 -3.121424 1.317713 0.005 -0.017 0.020
H -6.675280 0.316503 -1.541010 -0.004 -0.003 0.000
H -2.471190 -2.559462 4.953463 -0.003 -0.003 0.002
H 1.250320 -5.407090 -0.013768 0.041 0.002 -0.032
H -0.889021 4.566423 -3.694395 0.000 -0.008 -0.001
C -3.988271 -0.266071 -1.461086 -0.007 -0.027 -0.017
H 3.286898 -0.977239 -2.937569 0.002 -0.014 0.003
H -5.487373 -0.294218 5.042964 -0.002 -0.001 -0.001
H 0.050162 1.582292 -0.711289 -0.005 0.009 0.099
C -0.348592 -0.539395 -3.777587 -0.030 0.012 -0.060
O -0.854055 1.340772 -1.045692 -0.036 0.011 0.019
Cl 6.147929 -6.480233 -0.546711 0.002 -0.003 0.000
C 4.871529 2.036635 -3.341221 0.001 -0.001 0.000
H -6.039682 -1.751597 4.188428 0.001 0.002 0.001
C -5.247385 -5.028118 1.209823 0.001 -0.008 0.007
O -0.118238 -1.816930 2.992888 0.011 0.124 -0.055
H 2.177549 1.254293 -3.194635 0.011 0.011 -0.010
C 4.504679 2.560458 1.294886 -0.007 0.005 0.003
H 2.068889 5.970681 -1.747428 -0.008 -0.002 0.001
N 1.576467 4.121555 -0.910982 0.036 0.041 0.071
H 4.496835 0.256439 -4.525067 -0.007 0.001 0.001
H 1.670834 3.824728 -3.841980 -0.001 0.002 -0.002
O -1.433731 -2.670778 -1.477196 -0.046 -0.065 0.299
H -3.300314 -4.480419 -1.591236 0.007 0.013 -0.007
Rb 1.384544 -0.923906 0.135136 -0.545 -0.131 0.043
C 3.781871 -5.283091 0.068919 -0.008 0.014 0.017
C 4.773589 0.511137 -3.499355 0.004 0.001 0.006
C 4.315158 5.010998 2.417563 -0.005 -0.012 0.004
O -0.995104 1.571915 1.810909 0.053 -0.040 -0.013
H -4.145278 -3.114480 5.165675 -0.001 0.003 0.000
H -5.153284 -6.115269 1.268124 -0.003 0.001 -0.001
C 4.492625 3.866751 3.429515 0.012 -0.004 -0.006
C -6.343579 -0.170589 -0.620744 0.000 0.007 0.005
O -3.871327 -2.164268 2.787963 0.010 0.011 0.035
H -2.637553 -5.842133 1.098610 -0.001 0.002 -0.003
H -5.677074 -0.274659 3.275669 -0.002 -0.001 0.000
H -1.322829 1.344357 -0.193728 -0.010 -0.034 -0.005
H -1.527120 -1.866199 -4.807694 -0.006 -0.014 0.010
O 2.883174 -2.221723 1.832624 0.280 -0.221 0.333
H -5.015095 2.249560 -0.963051 0.006 -0.002 0.001
H 3.095344 2.292025 2.851258 -0.001 0.003 0.004
H 3.307177 -6.121315 -0.430100 -0.003 -0.001 0.001
Si -3.681354 -1.804892 1.207917 0.038 0.047 -0.031
H 0.750108 -2.103191 2.672070 0.073 -0.163 0.069
C 0.837135 -1.510217 -3.621030 -0.032 0.048 -0.035
H -0.438873 6.144251 -1.760447 -0.001 0.000 0.002
H 1.868834 0.547592 -1.626053 0.056 0.305 -0.356
H -0.466283 -2.599475 -1.660062 0.033 0.009 -0.086
C 2.971163 -4.275880 0.616672 -0.006 0.000 0.014
H 5.251529 5.189868 1.879836 -0.001 -0.004 -0.003
C 3.553588 -3.141737 1.296403 -0.024 -0.054 0.055
C 5.757031 -4.112638 0.765021 -0.003 -0.003 -0.008
N 3.664349 3.530894 0.573361 -0.018 -0.004 -0.008
H -4.104910 -1.335882 -1.647044 0.006 -0.006 0.009
H -5.235126 -4.616674 2.220528 -0.002 0.000 0.002
H -6.203386 -4.780171 0.743735 0.001 0.001 0.002
H -5.356312 1.991390 0.762650 -0.002 0.002 -0.002
H 4.134298 2.532399 -3.980601 0.005 -0.002 -0.002
H 2.300581 4.444165 1.939311 -0.002 -0.001 -0.004
C 4.599950 2.441777 -1.897111 -0.009 -0.004 -0.012
C -0.204011 4.319416 -2.878531 0.004 0.000 0.001
```
Positions in Å, forces in eV/Å.

As for the LUMO energy: 0.1397 hartree. The value obtained for the total energy is -100910.4207 eV. As for the net charge: -2. For the HOMO energy, the calculation gives -2.7 eV. The HOMO-LUMO gap comes out at 6.47 eV.

ORCA calculation (ωB97M-V/def2-TZVPD) on a single C6H12O3 molecule.

The geometry in XYZ format:
```
21
Properties=species:S:1:pos:R:3:forces:R:3
H -0.126795 -2.262263 -0.749410 0.173 0.420 0.434
C -1.686346 0.018110 -0.834784 0.059 -0.164 -0.327
O 1.175431 -2.209454 0.830461 3.393 1.623 1.705
H -0.146837 2.292741 -0.967817 -0.055 -0.043 0.221
H -1.274353 2.418906 0.408529 0.211 -0.113 -0.143
H 1.933392 -1.461370 1.239270 -3.113 -2.534 -2.011
C 0.786436 -1.764890 -0.395175 1.118 2.387 -4.075
H 0.073393 0.114310 2.185368 -0.160 -0.012 -0.180
H -1.455903 0.232973 -1.887975 -0.096 -0.021 0.179
O 2.051686 0.189658 0.560670 -2.542 -0.791 -1.510
H -1.938740 -1.046204 -0.742737 0.069 0.313 0.009
O -1.855317 -0.375840 1.895230 0.557 0.174 -0.447
C -0.348745 1.943976 0.054774 -0.013 0.170 0.126
H 1.392734 -1.513969 -1.444175 0.655 -3.917 1.826
C -0.496630 0.409849 0.049276 0.123 0.579 0.102
H 2.849428 0.145395 0.027322 0.089 0.035 -0.270
H -2.579575 0.590990 -0.552985 0.316 -0.149 -0.020
H 1.152287 0.255433 -1.386169 -0.498 -0.429 0.098
H 0.473426 2.274660 0.700708 -0.139 -0.137 -0.157
C -0.779159 -0.008094 1.481248 -0.134 -0.072 0.723
C 0.800192 -0.244920 -0.471623 -0.014 2.681 3.717
```
Positions in Å, forces in eV/Å.

Its energy above the lowest of the compared OMol25 structures with the same formula, charge and spin is 92.7 kcal per mole. As for the LUMO energy: 0.0146 hartree. The value obtained for the total energy is -12555.8296 eV. As for the net charge: 0. For the HOMO energy, the calculation gives -9.3 eV. The HOMO-LUMO gap comes out at 9.74 eV.

ORCA calculation (ωB97M-V/def2-TZVPD) on 2 unconnected molecules or ions with the total composition C7H12N2.

The geometry in XYZ format:
```
21
Properties=species:S:1:pos:R:3:forces:R:3
H 2.887740 -1.155165 -0.113321 0.590 0.066 0.154
H -0.124195 3.123104 -2.796252 0.005 1.594 -0.439
H -1.119121 4.287628 -1.750981 -0.273 -0.346 -0.157
H -2.206364 -2.178883 1.244674 0.829 0.019 -0.235
C -0.242919 2.490323 -1.067050 -0.635 0.267 2.111
C -1.601225 -0.289531 2.065526 0.488 0.060 2.367
H 2.431498 -2.740835 -0.628485 0.155 -1.138 -0.511
N -0.353418 1.592844 -0.353709 0.635 -1.731 -0.255
H 1.010552 -0.598570 -1.770737 0.829 -0.115 1.474
C 0.912063 -1.219719 -0.806415 0.375 -0.708 -2.851
C -1.346286 -1.724278 1.767763 -3.600 -1.654 0.617
H -1.106198 0.077835 3.022517 -0.693 0.040 -1.601
C -0.215098 3.690045 -1.840513 -1.437 -2.209 -1.425
N -0.658866 -0.726766 1.052915 1.470 1.611 -2.012
H -2.501190 0.150970 1.632851 0.309 0.126 0.282
H 0.589446 4.285811 -1.599340 2.090 1.129 0.265
C 0.019611 -0.647409 0.054202 -1.248 1.323 0.780
H 1.948563 -2.131653 1.063571 -0.035 0.268 -2.474
H 0.371541 -1.963499 -1.453043 -0.531 -0.108 0.850
H -0.807183 -2.421790 2.356713 0.797 -0.129 0.736
C 2.111049 -1.900461 -0.080887 -0.119 1.637 2.324
```
Positions in Å, forces in eV/Å.

Its energy above the lowest of the compared OMol25 structures with the same formula, charge and spin is 93.0 kcal per mole. As for the LUMO energy: -0.3972 hartree. The value obtained for the total energy is -10410.3151 eV. As for the net charge: +2. For the HOMO energy, the calculation gives -19.7 eV. The HOMO-LUMO gap comes out at 8.89 eV.